C2H5N2 | the ωB97M-V functional and the def2-TZVPD basis

Computed properties:
Net charge: +1
LUMO level (alpha / beta), eV: -8.06 / -6.15
E_tot, eV: -5122.1139
Frontier orbital gap (alpha / beta), eV: 7.816 / 10.370
Strongest force on any atom, eV/Å: 4.19
Energy above the lowest of the compared OMol25 structures with the same formula, charge and spin, kcal/mol: 113.8

Each line ends with the natural charge from an NBO analysis.
Cartesian coordinates (Å):
1 C 0.159 -1.020 0.102  0.293
2 C 0.017 0.985 0.144  -0.079
3 N -0.867 -0.213 0.385  -0.327
4 N 1.119 -0.046 -0.008  -0.454
5 H 0.328 -2.154 0.149  0.277
6 H -0.376 1.444 -0.769  0.243
7 H -0.102 1.748 0.916  0.263
8 H -2.376 -0.645 -0.931  0.333
9 H 2.098 -0.100 0.013  0.450


C4H7F2OP | the ωB97M-V functional and the def2-TZVPD basis

Computed properties:
LUMO level, eV: 0.38
E_tot, eV: -21031.1141
Frontier orbital gap, eV: 9.939
Strongest force on any atom, eV/Å: 4.41
Energy above the lowest of the compared OMol25 structures with the same formula, charge and spin, kcal/mol: 0.0

Each line ends with the natural charge from an NBO analysis.
Cartesian coordinates (Å):
1 C -1.173 -0.012 0.781  0.321
2 C 1.965 0.491 0.318  -0.619
3 C 0.888 -0.021 -0.679  -0.463
4 C -0.211 -0.936 -0.026  0.595
5 O -0.921 0.465 1.862  -0.508
6 F 0.253 -1.979 0.633  -0.319
7 F -0.920 -1.482 -0.982  -0.335
8 P -2.453 0.773 -0.405  0.182
9 H 2.915 0.877 -0.242  0.217
10 H 1.711 1.499 0.739  0.218
11 H 2.157 -0.201 1.077  0.225
12 H 0.338 0.729 -1.222  0.221
13 H 1.479 -0.526 -1.396  0.230
14 H -2.613 -0.418 -1.091  0.016
15 H -3.416 0.742 0.633  0.017


C14H12MnN4O4 | the ωB97M-V functional and the def2-TZVPD basis

Computed properties:
⟨S²⟩: 0.7539
LUMO level (alpha / beta), eV: -0.26 / -0.23
Spin multiplicity: 2
E_tot, eV: -60184.9405
Frontier orbital gap (alpha / beta), eV: 7.783 / 7.280
Strongest force on any atom, eV/Å: 1.45

Each line ends with the natural charge from an NBO analysis.
Cartesian coordinates (Å):
1 Mn -0.089 0.451 -0.003  1.045
2 O 3.634 -0.039 1.445  -0.544
3 C 2.458 0.079 1.208  0.651
4 N 1.806 0.138 -0.005  -0.754
5 C 2.456 0.079 -1.218  0.651
6 O 3.631 -0.038 -1.458  -0.544
7 C 1.440 0.173 -2.365  0.118
8 C 1.849 0.075 -3.677  -0.204
9 C 0.887 0.109 -4.678  -0.156
10 C -0.443 0.255 -4.324  -0.242
11 C -0.768 0.375 -2.982  0.057
12 N 0.154 0.330 -2.021  -0.451
13 C 1.445 0.172 2.356  0.118
14 C 1.855 0.073 3.668  -0.204
15 C 0.895 0.109 4.671  -0.156
16 C -0.435 0.256 4.319  -0.239
17 C -0.762 0.377 2.977  0.049
18 N 0.158 0.331 2.014  -0.446
19 H 2.906 -0.032 -3.879  0.253
20 H 1.171 0.025 -5.719  0.225
21 H -1.223 0.284 -5.072  0.230
22 H -1.788 0.532 -2.655  0.216
23 H 2.912 -0.035 3.868  0.253
24 H 1.181 0.025 5.711  0.225
25 H -1.214 0.288 5.068  0.230
26 H -1.783 0.535 2.652  0.217
27 N -1.433 -1.287 -0.004  -0.801
28 C -2.840 -0.811 0.026  -0.358
29 C -2.947 0.718 0.013  0.761
30 O -4.050 1.233 0.020  -0.651
31 O -1.803 1.292 -0.002  -0.759
32 H -1.266 -1.835 -0.839  0.387
33 H -1.248 -1.886 0.790  0.387
34 H -3.347 -1.163 0.925  0.217
35 H -3.402 -1.188 -0.827  0.217


C20H62O11 | the ωB97M-V functional and the def2-TZVPD basis

Computed properties:
⟨S²⟩: 0.7545
Net charge: +1
LUMO level (alpha / beta), eV: -2.44 / -9.04
Spin multiplicity: 2
E_tot, eV: -44255.4934
Frontier orbital gap (alpha / beta), eV: 9.173 / 2.573
Strongest force on any atom, eV/Å: 3.17

Each line ends with the Löwdin spin population.
Cartesian coordinates (Å):
1 C -3.279 -0.547 -2.106  0.000
2 C -4.674 -1.000 -2.349  0.000
3 O -4.699 -1.639 -3.573  0.000
4 H -2.925 0.154 -2.862  0.000
5 H -2.544 -1.352 -2.076  0.000
6 H -3.160 -0.149 -1.099  0.000
7 H -5.363 -0.156 -2.336  0.000
8 H -4.996 -1.694 -1.572  0.000
9 H -5.591 -1.874 -3.841  0.000
10 C -3.040 1.646 3.888  0.000
11 C -2.489 1.378 2.532  0.001
12 O -3.170 0.349 1.879  0.000
13 H -3.942 2.256 3.843  0.000
14 H -2.284 2.207 4.437  0.000
15 H -3.260 0.806 4.547  0.000
16 H -1.445 1.085 2.637  0.000
17 H -2.519 2.257 1.887  0.001
18 H -3.969 0.754 1.534  0.000
19 C 1.125 4.937 -0.573  0.002
20 C 1.622 3.591 -1.099  0.007
21 O 0.992 3.402 -2.344  0.044
22 H 0.175 4.862 -0.043  0.001
23 H 1.047 5.732 -1.314  0.000
24 H 1.820 5.340 0.163  0.001
25 H 1.447 2.816 -0.353  0.004
26 H 2.701 3.620 -1.254  0.003
27 H 1.541 2.868 -2.922  0.000
28 C 3.153 1.434 2.263  0.000
29 C 3.978 1.558 3.511  0.000
30 O 3.839 2.875 3.991  0.000
31 H 3.156 0.407 1.900  0.000
32 H 3.530 2.092 1.481  0.000
33 H 2.112 1.713 2.429  0.000
34 H 5.016 1.371 3.236  0.000
35 H 3.698 0.825 4.268  0.000
36 H 4.379 2.926 4.784  0.000
37 C -2.631 3.411 -0.915  0.122
38 C -2.180 4.659 -1.707  0.121
39 O -1.548 4.323 -2.892  0.638
40 H -3.412 2.873 -1.452  0.001
41 H -3.143 3.836 -0.052  0.008
42 H -1.752 2.823 -0.651  0.002
43 H -1.543 5.330 -1.131  0.032
44 H -3.122 5.127 -1.991  0.006
45 H -0.683 4.015 -2.613  0.004
46 C 1.304 -4.556 -0.697  0.000
47 C 1.273 -5.148 0.679  0.000
48 O 0.559 -6.364 0.666  0.000
49 H 0.289 -4.421 -1.072  0.000
50 H 1.710 -5.195 -1.481  0.000
51 H 1.804 -3.588 -0.669  0.000
52 H 0.769 -4.401 1.292  0.000
53 H 2.254 -5.374 1.096  0.000
54 H 0.676 -6.686 1.563  0.000
55 C 4.655 2.566 -3.628  0.000
56 C 3.773 1.376 -4.135  0.000
57 O 2.487 1.537 -3.583  0.000
58 H 5.602 2.539 -4.166  0.000
59 H 4.955 2.606 -2.580  0.000
60 H 4.167 3.501 -3.901  0.000
61 H 4.148 0.398 -3.834  0.000
62 H 3.720 1.294 -5.221  0.000
63 H 2.172 0.713 -3.204  0.000
64 C 0.221 -2.952 4.261  0.000
65 C 0.189 -1.767 3.291  0.000
66 O 1.108 -1.964 2.207  0.000
67 H 1.136 -2.993 4.851  0.000
68 H 0.099 -3.905 3.746  0.000
69 H -0.701 -3.020 4.839  0.000
70 H 0.512 -0.849 3.781  0.000
71 H -0.861 -1.623 3.034  0.000
72 H 1.989 -1.910 2.584  0.000
73 C -2.257 -4.371 1.191  0.000
74 C -2.664 -2.887 1.073  0.000
75 O -3.394 -2.521 2.258  0.000
76 H -3.093 -5.065 1.278  0.000
77 H -1.566 -4.519 2.022  0.000
78 H -1.708 -4.554 0.267  0.000
79 H -3.206 -2.663 0.154  0.000
80 H -1.743 -2.303 1.060  0.000
81 H -3.412 -1.562 2.304  0.000
82 C 0.151 0.122 -0.244  0.000
83 O 0.689 -1.197 -0.258  0.000
84 H 0.445 0.619 0.680  0.000
85 H 0.609 0.737 -1.019  0.000
86 H -0.934 0.180 -0.338  0.000
87 H 0.713 -1.555 0.633  0.000
88 C 1.641 -2.074 -3.817  0.000
89 O 1.857 -1.210 -2.716  0.000
90 H 2.479 -2.119 -4.513  0.000
91 H 1.441 -3.088 -3.471  0.000
92 H 0.756 -1.711 -4.339  0.000
93 H 1.214 -1.324 -2.012  0.000


C21H49F6N7O7P | the ωB97M-V functional and the def2-TZVPD basis

Computed properties:
Net charge: -1
LUMO level, eV: 2.41
E_tot, eV: -72937.3921
Frontier orbital gap, eV: 8.896
Strongest force on any atom, eV/Å: 2.30
Energy above the lowest of the compared OMol25 structures with the same formula, charge and spin, kcal/mol: 8.2

Each line ends with the Mulliken charge.
Cartesian coordinates (Å):
1 P 0.671 -0.189 -0.222  1.626
2 F -0.877 -0.455 0.259  -0.346
3 F 0.932 -1.770 -0.485  -0.419
4 F 0.012 -0.092 -1.711  -0.366
5 F 2.112 0.148 -0.867  -0.429
6 F 0.579 1.381 0.157  -0.347
7 F 1.178 -0.446 1.294  -0.412
8 C -1.408 -2.791 -3.374  0.267
9 O -2.501 -2.540 -3.761  -0.566
10 N -0.334 -2.892 -4.210  0.121
11 C 1.004 -3.152 -3.687  -0.942
12 C -0.459 -2.491 -5.599  -0.940
13 H -1.128 -3.031 -2.336  0.146
14 H 0.880 -3.911 -2.915  0.330
15 H 1.438 -2.232 -3.294  0.277
16 H 1.675 -3.576 -4.431  0.328
17 H -0.146 -1.444 -5.672  0.285
18 H 0.246 -3.105 -6.169  0.349
19 H -1.428 -2.634 -6.060  0.305
20 C 4.598 -0.394 1.080  0.595
21 O 4.802 0.643 1.656  -0.638
22 N 5.564 -1.175 0.546  0.118
23 C 5.223 -1.980 -0.604  -0.636
24 C 6.935 -1.142 0.911  -1.034
25 H 3.578 -0.734 0.885  -0.112
26 H 4.142 -2.133 -0.647  0.065
27 H 5.706 -2.956 -0.574  0.334
28 H 5.469 -1.449 -1.530  0.288
29 H 7.267 -2.063 1.389  0.298
30 H 7.609 -0.852 0.097  0.343
31 H 7.077 -0.305 1.605  0.335
32 C 0.902 1.123 6.146  0.197
33 O 1.566 0.626 7.029  -0.601
34 N 0.778 0.650 4.893  0.146
35 C 0.136 1.449 3.867  -0.737
36 C 1.422 -0.502 4.411  -0.771
37 H 0.271 2.017 6.284  0.276
38 H 0.917 1.896 3.240  0.460
39 H -0.437 2.287 4.265  0.313
40 H -0.515 0.852 3.235  0.002
41 H 2.106 -0.243 3.598  0.252
42 H 1.917 -1.094 5.178  0.344
43 H 0.769 -1.257 3.947  0.160
44 C -2.738 -2.381 2.535  0.523
45 O -3.808 -2.180 3.100  -0.683
46 N -2.258 -3.566 2.098  0.156
47 C -0.900 -3.689 1.609  -0.295
48 C -3.064 -4.776 2.094  -1.047
49 H -1.983 -1.585 2.373  0.003
50 H -0.744 -4.359 0.776  0.348
51 H -0.210 -3.926 2.435  0.265
52 H -0.560 -2.672 1.389  -0.352
53 H -2.907 -5.297 1.149  0.328
54 H -2.786 -5.419 2.932  0.328
55 H -4.119 -4.518 2.147  0.328
56 C 3.540 4.853 -1.744  0.139
57 O 3.646 5.285 -2.869  -0.599
58 N 2.471 4.218 -1.231  0.191
59 C 2.499 3.543 0.030  -0.771
60 C 1.233 4.213 -1.979  -0.743
61 H 4.331 5.003 -0.983  0.250
62 H 2.583 2.467 -0.020  0.165
63 H 1.641 3.760 0.668  0.228
64 H 3.384 3.942 0.540  0.333
65 H 1.308 4.712 -2.939  0.345
66 H 0.981 3.178 -2.231  0.088
67 H 0.408 4.630 -1.400  0.307
68 C -5.419 0.585 1.059  -0.034
69 O -5.239 0.223 -0.076  -0.506
70 N -4.444 1.025 1.885  0.453
71 C -4.768 1.802 3.061  -1.005
72 C -3.032 1.047 1.530  -0.986
73 H -6.432 0.545 1.483  0.288
74 H -4.348 1.350 3.970  0.281
75 H -5.842 1.833 3.253  0.340
76 H -4.370 2.819 2.986  0.309
77 H -2.877 0.483 0.622  0.211
78 H -2.705 2.081 1.378  0.466
79 H -2.487 0.617 2.367  0.126
80 C -2.350 0.796 -4.534  0.250
81 O -3.144 -0.045 -4.873  -0.572
82 N -2.512 1.734 -3.590  0.239
83 C -1.356 2.453 -3.092  -0.907
84 C -3.818 2.082 -3.065  -0.851
85 H -1.320 0.813 -4.942  0.102
86 H -1.642 3.484 -2.884  0.367
87 H -0.551 2.336 -3.810  0.327
88 H -1.082 1.993 -2.139  0.162
89 H -4.496 1.299 -3.406  0.322
90 H -3.778 2.144 -1.980  0.244
91 H -4.186 3.018 -3.506  0.278


C2H3NO3P | the ωB97M-V functional and the def2-TZVPD basis

Computed properties:
Net charge: -1
LUMO level, eV: 4.19
E_tot, eV: -19047.3653
Frontier orbital gap, eV: 8.433
Strongest force on any atom, eV/Å: 4.02
Energy above the lowest of the compared OMol25 structures with the same formula, charge and spin, kcal/mol: 5.0

Each line ends with the natural charge from an NBO analysis.
Cartesian coordinates (Å):
1 C 0.878 -0.207 0.200  0.465
2 C -0.370 -0.343 0.666  -0.649
3 N 1.572 0.102 -0.986  -0.966
4 O 3.539 1.301 0.330  -1.147
5 O 1.833 -0.476 1.128  -0.753
6 O 3.821 -1.178 -0.389  -1.137
7 P 3.019 0.018 -0.043  2.424
8 H -1.326 0.079 0.251  0.176
9 H -0.502 -0.694 1.622  0.197
10 H 1.204 0.976 -1.377  0.390